(1)
DFT (the ωB97M-V functional and the def2-TZVPD basis) results for the ion C11H24N3 with charge +1 at a distorted geometry.

highest occupied orbital energy = -0.470 hartree
ΔE to the lowest compared entry with this formula, charge and spin = 2.446 eV
E = -16255.8673 eV
net charge = +1
molar mass = 198.334 g mol⁻¹
SMILES string = C=NC/C=[N+](/NC)[C@](C)(CC)C(C)C
Kohn-Sham gap = 8.9 eV

The geometry in XYZ format:
```
38
Properties=species:S:1:pos:R:3:mulliken_charge:R:1
N -0.691 0.261 -0.375 0.50
N -1.937 0.637 -0.119 -0.32
N 1.198 2.054 -2.987 -0.42
C 0.735 -1.789 -0.398 -2.21
C -2.437 1.814 -0.567 -1.27
C -1.016 -1.514 1.418 -1.94
C -0.049 -0.811 0.473 1.40
C 1.859 -0.822 2.286 -1.53
C 1.232 0.888 -2.191 -0.54
C 0.294 1.111 2.198 -1.49
C 1.990 2.262 -3.948 -0.22
C 0.946 0.026 1.305 0.22
C -1.924 -2.582 0.910 -1.46
C -0.145 0.822 -1.539 0.06
H -1.022 1.104 -2.164 0.53
H 1.008 -2.720 0.129 0.42
H 1.110 1.821 2.326 0.44
H 2.782 -0.303 2.380 0.43
H 0.112 0.643 3.149 0.38
H 1.399 -0.884 3.230 0.47
H -2.963 -2.220 0.606 0.30
H 2.078 -1.834 1.955 0.36
H 1.699 3.134 -4.555 0.27
H -0.341 -1.973 2.097 0.67
H -2.082 -3.197 1.716 0.48
H -3.124 2.229 0.197 0.37
H 1.589 -1.289 -0.714 0.53
H 2.052 1.045 -1.375 0.33
H 2.871 1.657 -4.420 0.22
H -2.978 1.935 -1.446 0.44
H 1.627 -0.055 -2.716 0.35
H -1.573 2.471 -0.582 0.53
H -0.672 1.426 1.776 0.29
H -1.423 -3.079 0.180 0.43
H 1.547 0.481 0.522 0.39
H 0.102 -1.928 -1.308 0.54
H -1.523 -0.739 2.015 0.80
H -2.332 -0.080 0.534 0.23
```

***

(2)
DFT (the ωB97M-V functional and the def2-TZVPD basis) results for an isolated molecule of CH3IN4 at a distorted geometry.

highest occupied orbital energy (alpha / beta) = -0.322 / -0.322 hartree
ΔE to the lowest compared entry with this formula, charge and spin = 1.879 eV
E = -15143.3887 eV
molar mass = 197.967 g mol⁻¹
SMILES string = I[C@@H]1N=NNN1
Kohn-Sham gap (alpha / beta) = 8.1 / 8.1 eV

The geometry in XYZ format:
```
9
Properties=species:S:1:pos:R:3:mulliken_charge:R:1
I -2.647 0.646 0.078 -0.16
N -0.246 -1.267 -0.623 -0.21
N 0.584 -1.453 0.308 -0.18
N 1.149 -0.329 0.680 0.02
N 0.543 0.831 -0.052 -0.31
C -0.433 0.102 -0.794 -0.26
H 1.680 -0.468 1.618 0.31
H 0.107 1.503 0.614 0.38
H -0.735 0.435 -1.829 0.40
```